Entry 1:
{
  "formula": "C30H86BBrFN12O5P5",
  "method": "ωB97M-V/def2-TZVPD",
  "fmax_ev_per_a": 4.11,
  "smiles": "C=C[PH](Br)(B(C)O)[C@@H](F)CC.CN(C)P(=O)(N(C)C)N(C)C.CN(C)P(=O)(N(C)C)N(C)C.CN(C)P(=O)(N(C)C)N(C)C.CN(C)P(=O)(N(C)C)N(C)C",
  "homo_energy_ev": -7.991,
  "homo_lumo_gap_ev": 8.00,
  "elements": ["Br", "P", "P", "P", "P", "P", "F", "O", "O", "O", "O", "O", "N", "N", "N", "N", "N", "N", "N", "N", "N", "N", "N", "N", "C", "C", "C", "C", "C", "C", "C", "C", "C", "C", "C", "C", "C", "C", "C", "C", "C", "C", "C", "C", "C", "C", "C", "C", "C", "C", "C", "C", "C", "C", "B", "H", "H", "H", "H", "H", "H", "H", "H", "H", "H", "H", "H", "H", "H", "H", "H", "H", "H", "H", "H", "H", "H", "H", "H", "H", "H", "H", "H", "H", "H", "H", "H", "H", "H", "H", "H", "H", "H", "H", "H", "H", "H", "H", "H", "H", "H", "H", "H", "H", "H", "H", "H", "H", "H", "H", "H", "H", "H", "H", "H", "H", "H", "H", "H", "H", "H", "H", "H", "H", "H", "H", "H", "H", "H", "H", "H", "H", "H", "H", "H", "H", "H", "H", "H", "H", "H"],
  "xyz": [[3.396, -1.877, 6.738], [-1.324, 6.370, -6.824], [-3.816, -1.460, 1.937], [5.047, -3.724, 6.256], [1.538, -4.519, 0.060], [-0.339, 4.371, -0.044], [7.189, -4.385, 4.791], [-2.839, -0.421, 1.566], [-0.740, 5.487, -5.801], [0.813, 5.209, 0.327], [3.303, -5.718, 5.185], [0.198, -5.026, 0.408], [-0.040, 6.638, -7.948], [-3.141, -2.962, 1.620], [1.363, -2.978, -0.577], [-4.759, -1.763, 3.336], [-1.967, 7.956, -6.799], [-2.521, 5.505, -7.629], [0.297, 2.772, -0.184], [2.064, -5.551, -1.225], [3.018, -4.410, 0.910], [-1.410, 4.356, 1.254], [-1.391, 4.327, -1.391], [-5.110, -1.226, 0.813], [7.097, -5.860, 6.637], [2.444, -4.943, 7.461], [-6.181, -2.049, 3.197], [-5.421, 0.193, 0.696], [-3.008, 5.824, -8.956], [0.200, 5.666, -9.009], [6.227, -6.591, 7.662], [6.055, -3.259, 7.662], [-1.918, 5.667, 1.618], [0.741, -2.045, 0.351], [1.196, 6.935, -7.231], [-5.033, -1.848, -0.505], [-1.702, 3.053, -2.028], [1.545, 2.788, -0.937], [5.648, -3.206, 8.906], [2.326, -2.325, -1.439], [2.945, -4.910, 2.292], [-1.946, 8.585, -5.468], [1.662, -5.250, -2.595], [-3.901, -4.176, 1.398], [-1.097, 5.349, -2.411], [-1.923, -3.226, 2.376], [4.252, -4.851, 0.272], [-1.563, 8.914, -7.822], [0.422, 1.936, 1.005], [6.283, -5.067, 5.632], [-4.531, -0.802, 4.427], [-3.590, 5.043, -6.757], [1.778, -6.943, -0.898], [-2.382, 3.303, 1.462], [3.467, -4.918, 6.287], [-2.718, 6.005, 0.942], [-3.563, 4.964, -9.337], [0.600, -4.987, -2.689], [-5.282, -2.904, -0.466], [5.883, -5.945, 8.467], [2.397, -7.595, -1.519], [-0.533, 9.265, -7.710], [0.724, -7.202, -1.044], [5.780, -5.790, 4.985], [1.854, -6.124, -3.218], [-6.778, -1.176, 2.912], [6.775, -7.413, 8.120], [7.618, -6.640, 6.072], [-4.948, 0.189, 4.210], [-6.422, 0.311, 0.275], [-2.561, 9.486, -5.471], [-5.419, 0.672, 1.678], [-3.245, 3.371, 0.780], [-1.114, 6.403, 1.591], [-4.702, 0.731, 0.069], [2.863, -4.573, 8.396], [1.841, -1.470, -1.914], [2.096, -5.967, 7.627], [6.369, -3.188, 9.713], [-3.681, 6.693, -8.969], [3.833, -4.615, 2.849], [-2.364, 7.906, -4.724], [-3.238, -4.919, 0.953], [2.024, -7.152, 0.146], [-2.140, -3.522, 3.414], [1.006, 7.618, -6.399], [-0.178, 5.136, -2.966], [-0.867, 2.633, -2.597], [-0.538, 1.516, 1.296], [2.853, -6.002, 2.339], [1.896, 7.429, -7.908], [1.455, -1.678, 1.104], [-0.083, -2.526, 0.872], [4.326, -5.938, 0.167], [-4.716, -4.028, 0.702], [-1.947, 2.318, 1.358], [4.599, -3.202, 9.173], [-6.360, -2.839, 2.475], [-1.681, 8.503, -8.820], [3.207, -1.953, -0.894], [1.056, 1.078, 0.772], [-4.130, 4.224, -7.234], [2.396, 3.125, -0.335], [-2.033, 2.314, -1.303], [-2.203, 6.007, -9.655], [3.403, -6.653, 5.398], [1.588, -4.324, 7.193], [0.322, -1.189, -0.180], [-4.312, -4.599, 2.327], [-1.292, -2.338, 2.399], [-2.532, 3.240, -2.715], [0.860, 2.458, 1.865], [1.469, 3.455, -1.799], [5.073, -4.504, 0.905], [2.257, -4.448, -3.020], [-0.933, 8.858, -5.146], [-2.310, 5.644, 2.636], [-0.988, 6.328, -1.938], [2.668, -2.970, -2.237], [1.668, 6.038, -6.817], [5.351, -7.027, 7.171], [-2.763, 3.357, 2.484], [-3.176, 4.665, -5.822], [7.076, -2.985, 7.420], [7.897, -5.275, 7.090], [-4.980, -1.171, 5.349], [-3.461, -0.685, 4.608], [4.378, -4.401, -0.707], [5.295, -3.018, 5.082], [2.084, -4.478, 2.804], [1.183, 5.856, -9.443], [-0.507, 5.777, -9.824], [-5.781, -1.390, -1.154], [-1.358, -4.027, 1.896], [-1.913, 5.421, -3.129], [-2.237, 9.769, -7.735], [-6.526, -2.406, 4.171], [-4.050, -1.738, -0.981], [-4.306, 5.844, -6.519], [0.174, 4.626, -8.661], [1.751, 1.783, -1.316]],
  "forces_ev_per_a": [[-0.337, 0.264, -0.062], [1.167, -0.567, -3.826], [-2.078, -1.781, -3.059], [0.393, -0.813, -0.686], [1.092, -0.028, -3.936], [-0.213, -3.767, 1.519], [0.042, 0.022, 0.034], [0.706, 0.630, 2.185], [-0.998, 1.003, 1.876], [-0.505, 1.812, -1.339], [0.841, 0.080, 0.116], [0.219, 0.168, 2.287], [-0.664, -0.249, -0.340], [0.132, 0.194, -0.415], [-0.355, -0.122, -0.363], [1.000, 1.756, 0.601], [0.574, -0.208, 1.989], [0.258, -0.358, -0.113], [-0.495, 0.065, 0.457], [0.033, 0.758, -0.148], [-1.201, -0.943, 1.466], [0.340, -0.146, 0.303], [1.192, 1.596, -0.591], [0.227, -0.743, 0.033], [0.072, -0.757, -0.161], [0.550, -0.503, 0.320], [-0.090, -0.271, 0.050], [-0.122, 0.114, 0.160], [-0.308, 0.388, 0.062], [0.128, -0.147, 0.079], [0.005, 0.125, 0.035], [0.216, 0.689, -0.567], [0.100, 0.229, -0.071], [-0.175, 0.015, 0.292], [0.051, 0.219, 0.102], [0.099, 0.128, -0.127], [-0.272, -0.136, 0.063], [-0.009, 0.060, -0.246], [-0.274, -0.192, 0.765], [0.379, 0.144, 0.290], [-0.179, 0.252, 0.025], [-0.179, -0.151, 0.118], [-0.183, -0.089, -0.041], [-0.142, -0.150, 0.386], [-0.005, 0.248, 0.181], [0.149, 0.069, 0.223], [0.206, 0.209, -0.082], [-0.195, 0.083, -0.202], [0.091, -0.080, 0.159], [0.450, 0.173, 0.205], [0.249, -0.079, 0.062], [0.019, -0.040, 0.291], [0.140, -0.135, 0.148], [-0.424, -0.044, -0.304], [-0.650, 0.379, 0.283], [-0.041, -0.041, 0.065], [-0.032, -0.007, 0.054], [0.022, -0.034, -0.007], [0.020, 0.042, -0.080], [-0.079, 0.062, -0.048], [-0.004, 0.023, -0.024], [0.011, -0.038, 0.030], [0.001, 0.016, 0.035], [-0.288, 0.202, -0.023], [-0.050, -0.066, 0.074], [0.037, 0.024, -0.015], [0.020, -0.012, -0.010], [0.080, 0.118, -0.105], [-0.056, -0.023, 0.037], [0.005, -0.027, -0.021], [-0.019, -0.003, -0.072], [0.014, -0.008, 0.000], [0.014, 0.061, 0.013], [0.034, -0.043, -0.025], [0.016, -0.001, 0.035], [-0.148, 0.163, 0.020], [-0.028, 0.020, 0.061], [-0.123, 0.014, -0.046], [0.007, 0.493, 0.062], [-0.008, -0.027, 0.040], [0.057, 0.031, -0.082], [0.053, -0.014, -0.010], [0.062, 0.017, 0.051], [-0.007, 0.014, 0.002], [-0.034, -0.029, -0.017], [-0.011, -0.012, 0.002], [-0.077, -0.011, -0.107], [0.029, 0.035, 0.011], [0.232, -0.093, 0.062], [0.087, 0.003, 0.033], [-0.014, -0.016, -0.028], [0.010, 0.080, -0.067], [0.101, -0.023, -0.149], [-0.049, -0.003, 0.007], [-0.067, 0.014, 0.135], [-0.232, 0.104, -0.132], [-0.068, -0.341, 0.010], [0.039, 0.041, -0.067], [0.052, -0.069, 0.013], [-0.043, 0.007, 0.029], [0.096, 0.086, -0.071], [0.008, 0.030, -0.065], [-0.020, 0.027, -0.013], [0.080, 0.008, 0.045], [-0.021, 0.136, 0.037], [-0.544, -0.033, -0.158], [-0.005, 0.033, -0.001], [0.084, -0.026, -0.104], [0.043, 0.024, 0.013], [-0.148, 0.020, 0.082], [0.032, 0.006, -0.024], [0.006, -0.007, -0.042], [-0.008, 0.006, 0.012], [-0.007, -0.026, 0.008], [-0.058, -0.035, -0.050], [-0.020, 0.059, -0.025], [-0.028, -0.068, -0.011], [0.051, -0.040, 0.020], [0.108, -0.020, 0.092], [-0.031, 0.010, 0.028], [-0.011, -0.052, 0.036], [0.022, 0.135, 0.013], [0.052, 0.016, -0.018], [0.186, -0.598, -0.126], [-0.239, 0.244, 0.161], [-0.030, -0.060, -0.028], [-0.015, 0.030, -0.045], [-0.075, -0.030, -0.032], [-0.121, 0.193, 0.001], [-0.012, -0.047, -0.015], [0.047, 0.003, 0.101], [0.059, -0.057, -0.016], [0.032, 0.103, 0.028], [-0.043, -0.011, -0.031], [-0.031, -0.107, 0.003], [0.023, 0.006, 0.016], [-0.004, 0.029, 0.000], [-0.034, 0.019, -0.003], [-0.034, -0.033, -0.073], [0.033, 0.027, -0.007], [-0.014, -0.015, 0.033]],
  "lowdin_charge": [0.1294, 0.5873, 0.5923, 0.7501, 0.5977, 0.5846, -0.0922, -0.2709, -0.2656, -0.2717, 0.0757, -0.2670, -0.3160, -0.2943, -0.2996, -0.2930, -0.2932, -0.3084, -0.3089, -0.3149, -0.2842, -0.3076, -0.2891, -0.3142, -0.2417, -0.0769, -0.1316, -0.1433, -0.1231, -0.1221, -0.0870, -0.3683, -0.1303, -0.1115, -0.1410, -0.1221, -0.1240, -0.1407, -0.0463, -0.1174, -0.1296, -0.1207, -0.1225, -0.1140, -0.1297, -0.1328, -0.1259, -0.1296, -0.1156, -0.4438, -0.1249, -0.1232, -0.1459, -0.1261, -0.6737, 0.0807, 0.0869, 0.0921, 0.0479, 0.0605, 0.0829, 0.0803, 0.0830, 0.1091, 0.0809, 0.0792, 0.0771, 0.1122, 0.0775, 0.0833, 0.0790, 0.0711, 0.0835, 0.0723, 0.0771, 0.0435, 0.0856, 0.0701, 0.0732, 0.0863, 0.0672, 0.0728, 0.0905, 0.0696, 0.0866, 0.0720, 0.0745, 0.0814, 0.0437, 0.0797, 0.0837, 0.0920, 0.0353, 0.0794, 0.0429, 0.0305, 0.0444, 0.0704, 0.0704, 0.0876, 0.0674, 0.0823, 0.0842, 0.0673, 0.0424, 0.1209, 0.0653, 0.0849, 0.0857, 0.0626, 0.0814, 0.0946, 0.0724, 0.0853, 0.0481, 0.0804, 0.0797, 0.0770, 0.0425, 0.0848, 0.0711, 0.0877, 0.0668, 0.0937, 0.1084, 0.0777, 0.0785, 0.0714, 0.0228, 0.0822, 0.0817, 0.0477, 0.0808, 0.0546, 0.0615, 0.0845, 0.0839, 0.0922, 0.0841, 0.0924, 0.0760]
}

Entry 2:
{
  "formula": "C24H20ClNPSY",
  "method": "ωB97M-V/def2-TZVPD",
  "fmax_ev_per_a": 3.08,
  "homo_energy_ev": -8.253,
  "de_lowest_kcal_mol": 0.0,
  "homo_lumo_gap_ev": 7.71,
  "elements": ["Y", "Cl", "S", "P", "N", "C", "C", "C", "C", "C", "C", "C", "C", "C", "C", "C", "C", "C", "C", "C", "C", "C", "C", "C", "C", "C", "C", "C", "C", "H", "H", "H", "H", "H", "H", "H", "H", "H", "H", "H", "H", "H", "H", "H", "H", "H", "H", "H", "H"],
  "xyz": [[-2.175, -2.368, 0.178], [-1.628, -2.163, -2.233], [-4.314, -6.865, 0.711], [0.381, -0.084, -0.160], [-3.031, -4.408, 0.442], [1.934, -0.645, -0.967], [0.545, 2.741, -0.641], [1.845, 1.721, 3.864], [1.030, 0.597, 1.421], [-0.733, 2.519, -3.123], [-0.597, 1.398, -2.307], [-3.961, -1.641, 1.899], [-4.065, -0.931, -0.307], [-3.053, -0.561, 1.736], [-4.589, -1.876, 0.631], [2.798, 1.284, 2.936], [0.080, 1.067, 2.351], [3.929, -0.301, -2.311], [3.591, -2.412, -1.172], [4.378, -1.583, -1.982], [2.702, 0.161, -1.823], [0.401, 3.865, -1.460], [-0.225, 3.756, -2.706], [-3.131, -0.099, 0.384], [2.370, -1.955, -0.677], [2.393, 0.698, 1.730], [0.482, 1.596, 3.574], [-3.625, -5.454, 0.583], [0.085, 1.487, -1.075], [-1.234, 2.428, -4.091], [-2.567, 0.716, -0.046], [1.747, -2.606, -0.061], [5.339, -1.939, -2.359], [-0.979, 1.030, 2.103], [3.861, 1.396, 3.146], [-0.273, 1.917, 4.296], [1.024, 2.844, 0.334], [-5.396, -2.576, 0.411], [-1.011, 0.438, -2.618], [-0.321, 4.631, -3.351], [2.162, 2.159, 4.813], [3.146, 0.338, 1.027], [-4.130, -2.191, 2.827], [4.529, 0.349, -2.952], [-2.403, -0.186, 2.519], [2.353, 1.155, -2.104], [0.787, 4.828, -1.119], [-4.380, -0.854, -1.349], [3.932, -3.419, -0.923]],
  "forces_ev_per_a": [[1.209, -1.110, -0.365], [0.085, -0.138, -0.348], [-0.442, -0.503, 0.149], [0.412, 0.237, 0.168], [-0.939, -1.951, 0.460], [0.155, -0.504, -0.227], [-0.040, -0.133, -0.222], [0.035, -0.120, -0.203], [0.012, 0.126, 0.407], [0.071, 0.183, 0.122], [0.216, 0.038, 0.263], [-0.234, 0.120, -0.692], [-0.833, 0.579, 0.790], [-0.458, -0.021, -0.338], [-0.162, 0.899, 0.326], [-0.335, -0.037, 0.041], [0.479, -0.119, -0.084], [-0.171, -0.195, 0.107], [0.035, 0.090, -0.034], [-0.203, 0.086, 0.127], [0.099, -0.237, 0.212], [-0.139, -0.179, -0.100], [0.054, -0.217, 0.110], [-0.632, -0.207, 0.333], [0.132, 0.577, -0.258], [-0.193, 0.151, 0.185], [0.105, 0.067, -0.049], [1.798, 2.448, -0.531], [-0.558, 0.265, -0.325], [0.145, 0.043, 0.356], [-0.007, -0.037, -0.029], [0.197, 0.128, -0.107], [-0.320, 0.095, 0.114], [0.253, 0.032, 0.024], [-0.263, -0.058, 0.001], [0.304, -0.038, -0.248], [-0.059, -0.041, -0.295], [0.524, 0.053, 0.148], [0.168, 0.207, 0.010], [0.022, -0.259, 0.219], [-0.077, -0.147, -0.297], [-0.223, 0.123, 0.180], [0.044, 0.132, -0.445], [-0.176, -0.235, 0.168], [-0.213, -0.021, -0.147], [0.108, -0.252, 0.143], [-0.143, -0.263, -0.109], [0.266, 0.032, 0.410], [-0.107, 0.311, -0.120]],
  "lowdin_charge": [1.0792, -0.0840, 0.5959, 1.0382, -0.1309, -0.3826, -0.0814, -0.0828, -0.3827, -0.0758, -0.1089, -0.1743, -0.2425, -0.2157, -0.1964, -0.0743, -0.1158, -0.0745, -0.0813, -0.0816, -0.0742, -0.0780, -0.0820, -0.2359, -0.1087, -0.0778, -0.0793, -0.9911, -0.3819, 0.1087, 0.0862, 0.0939, 0.1050, 0.0719, 0.1052, 0.1087, 0.1030, 0.1161, 0.0453, 0.1043, 0.1046, 0.1033, 0.1126, 0.1066, 0.0818, 0.1038, 0.1053, 0.1086, 0.1063]
}